Here is a 2-piece molecular cluster, CH6NO2 overall from the Open Molecules 2025 dataset. Energies are from ωB97M-V/def2-TZVPD.

CARTESIAN COORDINATES (ANGSTROEM)
H1 0.34040 -0.25431 -0.99891
H2 -0.91101 2.39999 0.81436
N1 0.13720 -1.22604 -1.24870
H3 0.91197 -1.57389 -1.80592
H4 0.10757 1.31863 2.42276
C1 0.11951 0.85143 1.44007
O1 -0.57181 1.54608 0.51696
O2 0.64054 -0.17088 1.09455
H5 -0.09511 -1.73374 -0.39559
H6 -0.67925 -1.15726 -1.83960

The calculation puts the lowest unoccupied orbital energy at -0.13859 Ha. As for the relative energy (zero: lowest compared OMol25 entry of this formula, charge and spin): 22.6 kJ/mol. For the orbital gap, the calculation gives 0.43769 hartree. Its charge is +1. As for the multiplicity: 1. The max |F| comes out at 0.024 Eh/bohr.

=====

Here is one molecule with the formula C5H7NOS3 from the Open Molecules 2025 dataset. Energies are from ωB97M-V/def2-TZVPD.

CARTESIAN COORDINATES (ANGSTROEM)
H1 3.03634 -1.61756 0.12773
C1 -0.09625 -0.65795 -0.08856
C2 -2.10443 0.85605 0.64849
H2 -2.51343 1.46909 1.35412
H3 -3.99758 -2.02491 0.93987
H4 -1.80829 1.01357 -1.87941
S1 -2.40402 1.93383 -0.93372
S2 -4.15471 -0.80185 0.39085
H5 2.77427 -0.33678 -1.02728
C3 -1.25703 -1.34435 -0.45889
O1 -1.55081 -2.25470 -1.13970
N1 -2.58113 -0.44974 0.74312
C4 2.41391 -0.70921 -0.06015
H6 2.42623 -0.07408 0.73894
S3 -0.27129 0.74822 0.91111
H7 1.09405 -1.94988 -1.20571
C5 1.08330 -1.14960 -0.45540

The calculation puts the lowest unoccupied orbital energy at -0.01333 Ha. As for the relative energy (zero: lowest compared OMol25 entry of this formula, charge and spin): 125.3 kJ/mol. For the orbital gap, the calculation gives 0.27716 hartree. Its charge is 0. As for the multiplicity: 1. The max |F| comes out at 0.083 Eh/bohr.

=====

Here is a 2-piece molecular cluster, C5H6Cl2N4O2 overall from the Open Molecules 2025 dataset. Energies are from ωB97M-V/def2-TZVPD.

CARTESIAN COORDINATES (ANGSTROEM)
N1 0.48255 0.10970 -2.02116
C1 0.51078 -0.15706 0.41317
C2 -0.32650 -0.25396 1.58074
C3 -0.15264 -0.36906 -0.91038
Cl1 -0.08817 -2.38539 -0.86302
H1 0.16991 2.16217 -0.44075
H2 -2.33900 -0.26729 2.28719
H3 -0.02933 -0.03936 -2.87901
N2 -1.52660 -0.12450 -0.96128
H4 1.77494 1.89424 -0.23707
Cl2 -3.88187 0.18861 -0.02752
H5 0.16283 -0.34460 2.53905
O1 2.62116 -0.42721 -0.40494
H6 1.47564 -0.09786 -2.07274
C4 -2.20731 -0.07111 0.11667
O2 2.23881 -0.99899 1.62340
C5 -1.66454 -0.20413 1.44977
N3 0.88246 1.94545 0.25093
N4 1.89687 -0.55967 0.55695

The calculation puts the lowest unoccupied orbital energy (spin up / spin down) at -0.07253 / -0.07276 Ha. As for the relative energy (zero: lowest compared OMol25 entry of this formula, charge and spin): 180.3 kJ/mol. For the orbital gap (spin up / spin down), the calculation gives 0.29005 / 0.29010 hartree. Its charge is 0. As for the multiplicity: 1. The max |F| comes out at 0.083 Eh/bohr.

=====

Here is a 2-piece molecular cluster, C3H10N overall from the Open Molecules 2025 dataset. Energies are from ωB97M-V/def2-TZVPD.

CARTESIAN COORDINATES (ANGSTROEM)
H1 -0.50732 -2.44193 -1.71317
H2 2.34691 5.19162 -0.63275
H3 -0.50768 -4.21336 -1.34340
N1 -1.70424 -3.02180 0.02662
C1 -1.67360 -3.68308 1.09756
H4 2.62329 5.92649 0.99819
H5 -2.51086 -3.79766 1.76749
C2 2.03787 5.93720 0.07963
H6 -2.28726 -2.27628 -0.33723
H7 2.21678 6.91430 -0.36459
H8 1.03086 5.97279 0.48809
H9 -0.81455 -4.31771 1.26940
C3 -0.58290 -3.21090 -0.94402
H10 0.33271 -2.97969 -0.39184

The calculation puts the lowest unoccupied orbital energy at -0.21089 Ha. As for the relative energy (zero: lowest compared OMol25 entry of this formula, charge and spin): 190.0 kJ/mol. For the orbital gap, the calculation gives 0.31769 hartree. Its charge is +1. As for the multiplicity: 1. The max |F| comes out at 0.054 Eh/bohr.

=====

Here is one molecule with the formula C7H8O from the Open Molecules 2025 dataset. Energies are from ωB97M-V/def2-TZVPD.

CARTESIAN COORDINATES (ANGSTROEM)
C1 1.33585 -1.16100 -0.17751
C2 1.36391 -0.10303 0.86917
C3 1.43870 1.20832 -0.12294
O1 0.00345 0.06686 1.23290
H1 -2.49219 0.58503 1.27199
H2 2.49068 1.50718 -0.29189
H3 -2.86779 0.28777 -0.70816
H4 1.86697 -0.34177 1.77487
C4 0.06195 -1.02812 -0.63461
H5 -0.00201 1.98786 -1.14142
H6 -2.45152 -0.77202 0.47991
H7 1.99612 -1.92997 -0.65373
C5 0.30116 1.25462 -0.63006
C6 -0.60256 0.06463 -0.00190
C7 -2.16765 0.07454 0.13670
H8 -0.27509 -1.70091 -1.40332

The calculation puts the lowest unoccupied orbital energy at 0.03924 Ha. As for the relative energy (zero: lowest compared OMol25 entry of this formula, charge and spin): 555.2 kJ/mol. For the orbital gap, the calculation gives 0.35059 hartree. Its charge is 0. As for the multiplicity: 1. The max |F| comes out at 0.144 Eh/bohr. Its SMILES is C[C@]12C=C[C@H](C=C1)O2.

=====

Here is one molecule with the formula C4H7FO from the Open Molecules 2025 dataset. Energies are from ωB97M-V/def2-TZVPD.

CARTESIAN COORDINATES (ANGSTROEM)
O1 -1.24176 0.58429 1.06759
H1 2.34239 1.27673 -0.23675
C1 -0.80394 -0.06040 0.19616
C2 1.47702 0.92196 0.34256
F1 0.48735 -0.00536 -1.64695
H2 -0.45544 -2.23357 0.37021
C3 -1.18590 -1.46598 -0.10820
C4 0.22697 0.67208 -0.43918
H3 1.35072 1.85847 1.03491
H4 -1.08445 -1.58843 -1.38298
H5 -2.28496 -1.56530 0.46961
H6 -0.39687 1.60004 -0.72947
H7 1.56886 0.00548 1.06251

The calculation puts the lowest unoccupied orbital energy at 0.03265 Ha. As for the relative energy (zero: lowest compared OMol25 entry of this formula, charge and spin): 188.7 kJ/mol. For the orbital gap, the calculation gives 0.39592 hartree. Its charge is 0. As for the multiplicity: 1. The max |F| comes out at 0.105 Eh/bohr. Its SMILES is CC(=O)[C@@H](C)F.

=====

Here is C5H8O2 as an isolated structure from the Open Molecules 2025 dataset. Energies are from ωB97M-V/def2-TZVPD.

CARTESIAN COORDINATES (ANGSTROEM)
O1 -1.79579 -1.66919 -1.83567
C1 -0.00039 -0.04274 0.18194
C2 -0.95646 -1.25372 -1.09719
C3 -0.80243 1.24626 0.09214
H1 -0.21022 2.09128 -0.26632
O2 -1.02343 -1.11059 0.26639
C4 0.39584 -0.58247 -1.19672
H2 0.69710 0.25441 2.22535
H3 -1.24307 1.48839 1.06404
C5 1.06553 -0.08652 1.25317
H4 1.17106 -1.34935 -1.10200
H5 1.88346 0.57939 0.95042
H6 1.47550 -1.09685 1.35555
H7 -1.62796 1.08520 -0.61060
H8 0.62583 0.10821 -2.00794

The calculation puts the lowest unoccupied orbital energy at 0.02731 Ha. As for the relative energy (zero: lowest compared OMol25 entry of this formula, charge and spin): 38.3 kJ/mol. For the orbital gap, the calculation gives 0.41199 hartree. Its charge is 0. As for the multiplicity: 1. The max |F| comes out at 0.014 Eh/bohr.

=====

Here is a 3-piece molecular cluster, C30H56IN2O6P2 overall from the Open Molecules 2025 dataset. Energies are from ωB97M-V/def2-TZVPD.

CARTESIAN COORDINATES (ANGSTROEM)
O1 2.19705 1.87369 -0.38746
C1 -5.47373 -0.76375 -5.42282
H1 2.40580 -1.59260 -1.83040
C2 1.30603 -0.47431 0.49845
C3 3.62858 1.38118 5.44261
H2 -0.99951 -0.37114 -1.01698
C4 4.40762 0.02664 5.39476
C5 -4.42598 -0.37931 -6.46575
C6 2.60565 2.72081 3.39680
H3 0.94296 -1.29810 -2.78255
H4 4.82719 2.49446 7.66240
H5 -5.18057 -2.85016 -7.30463
H6 -6.19228 -1.47273 -5.84410
C7 -3.85594 -2.50669 -4.49178
H7 -1.64069 -1.78089 -7.95879
C8 2.34536 0.78339 -3.81177
H8 -0.41201 -0.73422 4.80447
C9 -3.18473 1.38424 6.47381
H9 -6.05160 0.12018 -5.14500
H10 6.86946 2.76479 5.68879
I1 2.74556 -2.24788 6.67805
C10 -2.35285 -0.99207 -7.71044
C11 -4.20211 -2.56653 -7.68424
C12 -3.09515 -2.88892 -3.22057
H11 -3.79658 -3.22645 -2.45817
C13 4.38533 -0.81768 6.68347
H12 0.83712 -2.17625 -1.29084
H13 -3.85192 0.47158 -6.08486
H14 1.81359 2.61417 2.64933
H15 -2.39131 -3.70035 -3.41394
H16 1.08639 0.32708 1.20283
H17 -2.54412 -2.05037 -2.79669
H18 3.30189 0.29471 -3.61954
C14 0.50369 2.17124 -2.81346
H19 -5.57040 -1.68604 -3.47577
H20 -1.80721 -0.16906 -7.25141
C15 1.34560 -1.34064 -1.77205
H21 2.65319 3.67310 -2.01463
H22 2.45556 1.37460 -4.72194
C16 2.88874 2.89435 -2.73829
C17 -2.53519 -0.54952 5.15634
H23 4.38792 -0.21959 7.59208
O2 1.42273 0.88265 4.54377
H24 0.30895 3.01202 -2.13950
P1 1.01488 1.42848 6.14081
C18 -1.84422 1.78037 6.59025
O3 2.75291 1.59500 6.50316
H25 2.80476 3.34214 -3.72906
H26 -4.92181 -0.03147 -7.37511
H27 2.99339 0.68124 3.35894
H28 -1.53168 1.50953 -2.58294
H29 -4.38065 -2.16300 -8.68141
H30 -2.77418 -1.45762 4.61455
C19 -3.47125 -1.52437 -6.81305
H31 0.37184 2.55662 -3.82794
C20 -3.51958 0.23682 5.76399
H32 2.32192 -0.82678 0.68745
C21 -1.19647 -0.14807 5.27032
C22 -0.84148 1.00667 5.98802
H33 0.73610 2.06805 7.41412
H34 -4.55094 -0.09040 5.66498
H35 5.47314 -2.64147 7.19784
N1 2.14089 0.98458 -1.33605
H36 5.92120 -1.91626 5.65711
H37 -4.03289 -4.53121 -5.29705
C23 5.68642 -1.69557 6.70320
H38 4.11078 -0.62595 4.57322
H39 -3.60036 -3.46936 -7.79844
H40 -5.50297 -3.57432 -5.52547
C24 1.94646 1.69412 -2.63221
C25 -0.30038 0.45543 -1.16515
C26 -4.67129 -3.76705 -4.85126
H41 0.62231 -1.29011 0.73167
O4 4.78699 3.31120 7.14198
H42 1.13423 0.14421 6.77292
H43 5.46602 0.27459 5.22174
H44 3.92702 2.59144 -2.59165
C27 -4.80661 -1.34843 -4.17973
C28 -0.52759 1.08011 -2.53934
H45 -0.49427 0.31492 -3.32053
H46 -3.94020 1.99097 6.96367
H47 -2.77592 -0.61482 -8.64145
P2 4.69322 2.93842 5.51675
H48 2.39920 3.55306 4.06196
H49 -4.25510 -0.55014 -3.67236
N2 -2.90738 -2.16704 -5.59186
H50 -5.11685 -4.19653 -3.95402
H51 3.54669 2.83224 2.84786
O5 -1.97615 -1.39883 -5.10901
C29 1.12983 -0.04600 -0.95832
O6 6.24032 2.45337 5.03003
H52 -0.54169 1.19865 -0.39838
H53 1.60856 0.01934 -4.04745
H54 6.52342 -1.15596 7.15085
H55 -1.55323 2.67107 7.13579
H56 0.88307 2.74323 5.55579
C30 2.69154 1.36525 4.16068

The calculation puts the lowest unoccupied orbital energy (spin up / spin down) at 0.06537 / 0.04608 Ha. For the orbital gap (spin up / spin down), the calculation gives 0.22084 / 0.20155 hartree. Its charge is -1. As for the multiplicity: 3. The max |F| comes out at 0.049 Eh/bohr.